Entry 1:
{
  "formula": "C5H15N",
  "method": "the ωB97M-V functional and the def2-TZVPD basis",
  "orbital_gap_ha": 0.3705,
  "multiplicity": 1,
  "de_lowest_kj_mol": 23.6,
  "species": ["C", "C", "C", "H", "H", "H", "H", "H", "H", "H", "H", "C", "C", "N", "H", "H", "H", "H", "H", "H", "H"],
  "positions_angstrom": [[2.44513, -0.71445, -1.63960], [1.10755, -0.87146, -0.89448], [0.00248, -1.27619, -1.84937], [2.59053, 0.25459, -2.11210], [3.31577, -0.79081, -0.98190], [2.56120, -1.47296, -2.41676], [1.27719, -1.58408, -0.08800], [0.93428, 0.11129, -0.45339], [-0.93343, -1.40147, -1.31803], [0.21228, -2.24360, -2.30662], [-0.03059, -0.59499, -2.69083], [-1.29519, -0.03969, 1.50812], [-1.68302, 1.26389, 2.21561], [-1.12884, 2.44317, 1.55745], [-1.60368, 0.08341, 0.47071], [-1.66399, -0.95352, 1.95773], [-0.20869, -0.01842, 1.46065], [-1.33496, 1.28212, 3.23852], [-2.76375, 1.41255, 2.24881], [-0.14531, 2.37517, 1.34496], [-1.65495, 2.73546, 0.74853]]
}

Entry 2:
{
  "formula": "C49H51ClGeO4Sb2V",
  "method": "the ωB97M-V functional and the def2-TZVPD basis",
  "total_charge": -1,
  "orbital_gap_ha": [0.2469, 0.2464],
  "multiplicity": 1,
  "species": ["V", "O", "Cl", "O", "O", "O", "C", "C", "C", "Sb", "C", "C", "C", "C", "C", "C", "C", "C", "C", "C", "C", "C", "Sb", "C", "C", "C", "C", "C", "C", "C", "C", "C", "C", "C", "C", "H", "H", "H", "H", "H", "H", "H", "H", "H", "H", "H", "H", "H", "H", "H", "H", "H", "H", "H", "H", "H", "H", "H", "H", "H", "H", "C", "Ge", "C", "C", "C", "C", "C", "C", "C", "C", "C", "C", "C", "C", "C", "C", "C", "C", "H", "H", "H", "H", "H", "H", "H", "H", "H", "H", "H", "H", "H", "H", "H", "C", "C", "C", "C", "C", "H", "H", "H", "H", "H", "H", "H", "H", "H", "H"],
  "positions_angstrom": [[-0.85025, -0.22859, 0.46999], [-0.57501, -2.80136, 2.79889], [0.02729, -1.69994, 2.09345], [1.46058, -1.65001, 2.32543], [-0.58288, -0.37649, 2.60391], [-0.15819, -0.12795, -1.00450], [2.37661, 2.99478, 1.90701], [2.46307, 1.67325, 2.67139], [3.51214, 0.68511, 2.16473], [3.21351, -0.01466, 0.13729], [3.86802, -2.02811, 0.42725], [4.97296, -2.33050, 1.21504], [5.36103, -3.64660, 1.41124], [4.64665, -4.67720, 0.81619], [3.55042, -4.38569, 0.02066], [3.16587, -3.06526, -0.16993], [5.17580, 0.55408, -0.57173], [5.74636, -0.18856, -1.60269], [6.98687, 0.13733, -2.12213], [7.68772, 1.22580, -1.62010], [7.13094, 1.97954, -0.60252], [5.88372, 1.64635, -0.08965], [1.25416, 2.97412, 0.03192], [0.73496, 5.06630, 0.19941], [0.98787, 5.99866, -0.80044], [0.50418, 7.29630, -0.70870], [-0.25274, 7.68496, 0.38527], [-0.52557, 6.76465, 1.38579], [-0.03981, 5.47000, 1.28523], [2.94368, 3.38159, -1.22990], [3.88957, 4.34907, -0.89571], [4.97684, 4.59584, -1.71662], [5.13801, 3.87082, -2.88926], [4.20371, 2.91154, -3.23815], [3.11178, 2.67397, -2.41364], [3.38108, 3.36890, 1.69106], [1.86226, 3.74827, 2.50728], [1.48400, 1.18507, 2.68780], [2.70309, 1.89880, 3.71801], [3.48453, -0.21564, 2.77761], [4.51126, 1.12243, 2.22667], [5.54649, -1.53351, 1.67660], [6.22351, -3.86874, 2.02813], [4.94218, -5.70661, 0.97989], [2.98298, -5.17905, -0.44982], [2.29371, -2.85628, -0.78144], [5.22046, -1.05005, -2.00210], [7.41218, -0.46286, -2.91774], [8.65913, 1.48391, -2.02381], [7.66338, 2.83560, -0.20448], [5.46542, 2.26464, 0.69592], [1.57310, 5.71698, -1.66825], [0.71875, 8.00551, -1.49931], [-0.63362, 8.69623, 0.45455], [-1.12368, 7.05191, 2.24215], [-0.28305, 4.76142, 2.07243], [3.77112, 4.92827, 0.01413], [5.70706, 5.34570, -1.43684], [5.99615, 4.05022, -3.52502], [4.32620, 2.33921, -4.14886], [2.39093, 1.91067, -2.69040], [-4.17623, -1.92438, 1.37723], [-2.72906, -1.94019, 0.02106], [-3.59269, -1.79782, -1.76088], [-4.79051, -2.46659, -2.00407], [-5.43473, -2.37567, -3.23021], [-4.88209, -1.60979, -4.24625], [-3.68360, -0.94916, -4.02733], [-3.04996, -1.04389, -2.79642], [-2.15932, -3.85300, 0.02231], [-2.68589, -4.74690, 0.91889], [-2.23380, -6.08256, 1.00586], [-1.25561, -6.53377, 0.17376], [-0.68720, -5.66461, -0.78992], [0.31190, -6.11890, -1.68329], [0.86602, -5.27689, -2.60390], [0.45424, -3.92913, -2.65634], [-0.50711, -3.46681, -1.80260], [-1.12577, -4.31959, -0.85376], [-5.02019, -2.55653, 1.09482], [-4.53921, -0.91185, 1.54385], [-3.77199, -2.28856, 2.32308], [-5.23472, -3.07516, -1.22356], [-6.36735, -2.90297, -3.39298], [-5.38379, -1.52786, -5.20315], [-3.24298, -0.35034, -4.81540], [-2.11962, -0.50733, -2.63082], [-3.46393, -4.43212, 1.60302], [-2.66299, -6.74182, 1.75151], [-0.89405, -7.55413, 0.23765], [0.62751, -7.15480, -1.62293], [1.62735, -5.63531, -3.28547], [0.90676, -3.25453, -3.37196], [-0.78796, -2.42214, -1.84120], [-2.54119, 3.35841, -0.71016], [-3.10886, 2.25533, 0.21032], [-4.10174, 1.43859, -0.61286], [-3.84881, 2.91836, 1.38001], [-1.96422, 1.43363, 0.73216], [-3.36009, 3.87271, -1.22188], [-1.88251, 2.92434, -1.46410], [-1.97282, 4.10137, -0.14813], [-4.95862, 2.06087, -0.88538], [-4.47056, 0.57372, -0.06422], [-3.64352, 1.07363, -1.52846], [-4.67186, 3.53623, 1.01160], [-3.17362, 3.55582, 1.95330], [-4.26349, 2.16627, 2.05376], [-1.56200, 1.90966, 1.64457]]
}

Result set for M: 89.18, 1106.47 g mol⁻¹, one per record in the order listed.
Result set for DFT total energy: -6918.036, -167624.913 eV, one per record in the order listed.